Here is a 9-piece molecular cluster, C31H84N4O13 overall at a distorted geometry from the Open Molecules 2025 dataset. Energies are from the ωB97M-V functional and the def2-TZVPD basis.

Summary:
E_tot, Eh: -2428.30684
<S²>: 0.750
Charge: -1
Frontier orbital gap (alpha / beta), eV: 2.102 / 8.709
Multiplicity: 2
LUMO level (alpha / beta), hartree: 0.08532 / 0.08518
Maximum force, eV/A: 2.87

Bonds (Å) are listed after each position.
CARTESIAN COORDINATES (ANGSTROEM)
1 C -0.946 0.517 7.034  O2 1.381, H10 1.090, H11 1.090, H12 1.090
2 O -0.576 -0.793 6.795  C1 1.381, C3 1.454
3 C 0.276 -1.300 7.859  O2 1.454, C4 1.542, H13 1.090, H14 1.090
4 C 0.546 -2.789 7.564  C3 1.542, N5 1.486, H15 1.090, H16 1.090
5 N 1.284 -3.014 6.295  C4 1.486, C6 1.466, H17 1.010
6 C 2.715 -2.699 6.347  N5 1.466, C7 1.586, H18 1.090, H19 1.090
7 C 3.332 -2.834 4.892  C6 1.586, O8 1.467, H20 1.090, H21 1.090
8 O 2.797 -1.746 4.066  C7 1.467, C9 1.389
9 C 3.478 -1.659 2.859  O8 1.389, H22 1.090, H23 1.090, H24 1.090
10 H -1.561 0.660 7.922  C1 1.090
11 H -1.391 0.962 6.143  C1 1.090
12 H -0.023 1.055 7.249  C1 1.090
13 H -0.179 -1.222 8.847  C3 1.090
14 H 1.189 -0.705 7.859  C3 1.090
15 H -0.380 -3.365 7.588  C4 1.090
16 H 1.144 -3.247 8.353  C4 1.090
17 H 0.965 -2.310 5.645  N5 1.010
18 H 3.149 -3.399 7.061  C6 1.090
19 H 2.939 -1.727 6.786  C6 1.090
20 H 3.116 -3.809 4.457  C7 1.090
21 H 4.414 -2.794 5.018  C7 1.090
22 H 4.555 -1.581 3.006  C9 1.090
23 H 3.052 -0.781 2.374  C9 1.090
24 H 3.252 -2.489 2.189  C9 1.090
25 C -0.216 -0.081 3.210  O26 1.406, H34 1.090, H35 1.090, H36 1.090
26 O -0.879 -0.533 2.055  C25 1.406, C27 1.410
27 C -0.133 -1.301 1.138  O26 1.410, C28 1.469, H37 1.090, H38 1.090
28 C -1.045 -1.740 0.074  C27 1.469, N29 1.470, H39 1.090, H40 1.090
29 N -2.021 -2.762 0.480  C28 1.470, C30 1.436, H41 1.010
30 C -1.422 -4.067 0.485  N29 1.436, C31 1.516, H42 1.090, H43 1.090
31 C -2.172 -4.974 1.441  C30 1.516, O32 1.457, H44 1.090, H45 1.090
32 O -2.257 -4.507 2.818  C31 1.457, C33 1.428
33 C -1.059 -4.431 3.590  O32 1.428, H46 1.090, H47 1.090, H48 1.090
34 H 0.271 -0.847 3.813  C25 1.090
35 H -0.970 0.326 3.884  C25 1.090
36 H 0.567 0.630 2.945  C25 1.090
37 H 0.472 -2.061 1.632  C27 1.090
38 H 0.572 -0.606 0.681  C27 1.090
39 H -0.567 -2.008 -0.868  C28 1.090
40 H -1.651 -0.869 -0.175  C28 1.090
41 H -2.460 -2.618 1.379  N29 1.010
42 H -0.391 -4.094 0.838  C30 1.090
43 H -1.469 -4.524 -0.503  C30 1.090
44 H -1.660 -5.936 1.412  C31 1.090
45 H -3.175 -5.215 1.090  C31 1.090
46 H -1.222 -3.842 4.493  C33 1.090
47 H -0.291 -3.954 2.980  C33 1.090
48 H -0.797 -5.482 3.706  C33 1.090
49 C -1.645 1.637 -1.409  O50 1.415, H58 1.090, H59 1.090, H60 1.090
50 O -2.586 1.451 -2.449  C49 1.415, C51 1.440
51 C -3.449 0.315 -2.254  O50 1.440, C52 1.541, H61 1.090, H62 1.090
52 C -4.311 0.038 -3.500  C51 1.541, N53 1.406, H63 1.090, H64 1.090
53 N -5.103 1.129 -3.901  C52 1.406, C54 1.443, H65 1.010
54 C -5.999 1.571 -2.861  N53 1.443, C55 1.513, H66 1.090, H67 1.090
55 C -6.970 2.550 -3.484  C54 1.513, O56 1.408, H68 1.090, H69 1.090
56 O -7.919 2.917 -2.510  C55 1.408, C57 1.412
57 C -8.925 3.813 -2.931  O56 1.412, H70 1.090, H71 1.090, H72 1.090
58 H -0.837 0.918 -1.544  C49 1.090
59 H -2.109 1.628 -0.423  C49 1.090
60 H -1.128 2.591 -1.512  C49 1.090
61 H -4.011 0.544 -1.348  C51 1.090
62 H -2.913 -0.615 -2.064  C51 1.090
63 H -4.871 -0.894 -3.421  C52 1.090
64 H -3.666 -0.088 -4.370  C52 1.090
65 H -4.394 1.840 -4.008  N53 1.010
66 H -5.449 1.965 -2.006  C54 1.090
67 H -6.481 0.717 -2.385  C54 1.090
68 H -7.516 2.206 -4.363  C55 1.090
69 H -6.449 3.484 -3.698  C55 1.090
70 H -9.516 3.292 -3.684  C57 1.090
71 H -8.449 4.719 -3.305  C57 1.090
72 H -9.530 4.076 -2.063  C57 1.090
73 C 3.148 -0.369 -3.948  O74 1.452, H82 1.090, H83 1.090, H84 1.090
74 O 1.888 -0.984 -4.324  C73 1.452, C75 1.420
75 C 0.845 -0.852 -3.370  O74 1.420, C76 1.509, H85 1.090, H86 1.090
76 C -0.355 -1.576 -3.930  C75 1.509, N77 1.436, H87 1.090, H88 1.090
77 N -0.057 -2.978 -3.837  C76 1.436, C78 1.467, H89 1.010
78 C -1.085 -3.828 -4.448  N77 1.467, C79 1.573, H90 1.090, H91 1.090
79 C -2.510 -3.965 -3.796  C78 1.573, O80 1.427, H92 1.090, H93 1.090
80 O -3.310 -2.879 -4.262  C79 1.427, C81 1.439
81 C -3.827 -2.901 -5.605  O80 1.439, H94 1.090, H95 1.090, H96 1.090
82 H 3.096 0.716 -3.853  C73 1.090
83 H 3.872 -0.522 -4.749  C73 1.090
84 H 3.565 -0.778 -3.028  C73 1.090
85 H 0.655 0.214 -3.252  C75 1.090
86 H 1.101 -1.179 -2.362  C75 1.090
87 H -0.562 -1.292 -4.961  C76 1.090
88 H -1.271 -1.365 -3.379  C76 1.090
89 H 0.108 -3.298 -2.894  N77 1.010
90 H -0.816 -4.885 -4.461  C78 1.090
91 H -1.146 -3.605 -5.513  C78 1.090
92 H -2.501 -3.866 -2.711  C79 1.090
93 H -3.063 -4.848 -4.116  C79 1.090
94 H -3.069 -2.711 -6.365  C81 1.090
95 H -4.673 -2.224 -5.721  C81 1.090
96 H -4.311 -3.859 -5.799  C81 1.090
97 C 5.809 -0.077 -0.089  O98 1.418, H99 1.090, H100 1.090, H101 1.090
98 O 4.583 -0.615 -0.554  C97 1.418, H102 0.960
99 H 6.578 -0.553 -0.698  C97 1.090
100 H 5.892 1.008 -0.150  C97 1.090
101 H 6.104 -0.325 0.931  C97 1.090
102 H 4.745 -1.538 -0.764  O98 0.960
103 C 0.609 4.447 -3.795  O104 1.414, H105 1.090, H106 1.090, H107 1.090
104 O 0.838 5.830 -3.610  C103 1.414, H108 0.960
105 H 0.094 4.329 -4.748  C103 1.090
106 H 1.488 3.821 -3.641  C103 1.090
107 H -0.064 4.144 -2.993  C103 1.090
108 H 0.283 6.438 -4.104  O104 0.960
109 C 1.763 5.679 0.972  O110 1.420, H111 1.090, H112 1.090, H113 1.090
110 O 2.698 6.181 0.029  C109 1.420, H114 0.960
111 H 0.909 6.340 1.118  C109 1.090
112 H 1.523 4.636 0.766  C109 1.090
113 H 2.241 5.777 1.947  C109 1.090
114 H 3.412 5.561 -0.136  O110 0.960
115 C 6.670 5.425 0.221  C116 1.510, H118 1.090, H119 1.090, H120 1.090
116 C 5.921 4.118 0.128  C115 1.510, O117 1.434, H121 1.090, H122 1.090
117 O 4.544 4.296 -0.227  C116 1.434, H123 0.960
118 H 6.313 6.019 1.062  C115 1.090
119 H 6.596 6.001 -0.702  C115 1.090
120 H 7.721 5.221 0.427  C115 1.090
121 H 5.901 3.614 1.095  C116 1.090
122 H 6.460 3.510 -0.599  C116 1.090
123 H 4.318 3.461 -0.644  O117 0.960
124 C 1.962 1.813 0.615  C125 1.538, H127 1.090, H128 1.090, H129 1.090
125 C 2.289 1.882 -0.886  C124 1.538, O126 1.425, H130 1.090, H131 1.090
126 O 3.699 1.927 -1.080  C125 1.425, H132 0.960
127 H 0.893 1.911 0.802  C124 1.090
128 H 2.525 2.532 1.210  C124 1.090
129 H 2.241 0.878 1.103  C124 1.090
130 H 1.892 2.787 -1.346  C125 1.090
131 H 1.853 1.055 -1.447  C125 1.090
132 H 4.031 1.060 -0.838  O126 0.960